# 1
Density functional theory data (ωB97M-V with the def2-TZVPD basis set) for the molecule C7H9NO4 at a distorted geometry.

Computed properties:
Max |F| in hartree/bohr: 0.0651
HOMO level in eV: -7.8223
SMILES: COC1=CC=CN[C@@]1(O)C(=O)O

```
21
Properties=species:S:1:pos:R:3:mulliken_charge:R:1
C -1.10 -2.75 -0.14 -0.998
O -0.14 -1.71 -0.11 -0.313
C -0.44 -0.40 -0.20 0.516
C -1.65 0.13 0.05 -0.331
C -1.67 1.61 0.09 -0.398
C -0.52 2.33 0.12 -0.549
N 0.74 1.74 0.21 -0.160
C 0.94 0.44 -0.38 0.509
O 1.17 0.41 -1.80 -0.588
C 2.08 -0.33 0.38 0.544
O 3.00 -0.89 -0.16 -0.590
O 2.08 -0.12 1.66 -0.505
H -2.06 -2.47 -0.56 0.405
H -1.08 -3.16 0.78 0.359
H -0.76 -3.42 -0.82 0.310
H -2.57 -0.54 0.22 0.241
H -2.63 2.25 0.03 0.238
H -0.43 3.45 0.12 0.289
H 1.55 2.36 0.25 0.238
H 2.09 0.67 -1.81 0.401
H 1.38 0.40 2.08 0.382
```

---

# 2
Density functional theory data (ωB97M-V with the def2-TZVPD basis set) for a structure of composition C42H38N3O3P2S2Sn at a distorted geometry.

Computed properties:
Max |F| in hartree/bohr: 0.0282
Net charge: -1
HOMO level in eV: -4.7842

```
91
Properties=species:S:1:pos:R:3:mulliken_charge:R:1
Sn 0.25 -0.57 -0.64 1.591
C 1.88 -3.52 -1.89 -1.316
C 0.61 -2.95 -2.42 0.006
N -0.46 -3.28 -1.81 -0.535
N -1.62 -2.93 -2.44 -0.259
C -2.38 -2.16 -1.75 0.530
S -2.02 -1.46 -0.12 -0.411
S -3.92 -1.56 -2.34 -0.212
C -3.93 -2.08 -4.07 -0.705
C -4.09 -0.91 -5.00 0.626
C -4.87 -1.04 -6.16 -0.679
C -4.94 0.01 -7.06 -0.490
C -4.26 1.18 -6.82 -0.363
C -3.52 1.34 -5.68 -0.898
C -3.40 0.30 -4.77 0.124
C 0.71 -2.03 -3.56 1.161
C 1.50 -2.44 -4.65 -1.018
C 1.64 -1.68 -5.78 -0.798
C 0.89 -0.52 -5.88 -0.556
C 0.08 -0.13 -4.85 -0.579
C 0.02 -0.82 -3.63 0.664
O -0.61 -0.28 -2.61 -0.592
H 1.64 -4.03 -0.95 0.246
H 2.66 -2.76 -1.80 0.362
H 2.28 -4.25 -2.62 0.414
H -4.65 -2.89 -4.22 0.492
H -2.97 -2.53 -4.30 0.323
H -5.43 -1.96 -6.30 0.345
H -5.55 -0.06 -7.96 0.331
H -4.35 2.00 -7.53 0.360
H -3.07 2.31 -5.48 0.387
H -2.78 0.47 -3.84 0.251
H 2.00 -3.37 -4.60 0.385
H 2.26 -2.05 -6.57 0.414
H 0.96 0.13 -6.74 0.403
H -0.53 0.78 -4.95 0.274
N -0.23 0.65 2.92 -0.493
P -0.47 1.47 1.47 -0.108
C 0.58 2.95 1.50 0.686
C 0.56 3.89 2.55 -0.293
C 1.38 5.02 2.53 -0.801
C 2.25 5.21 1.44 -0.399
C 2.25 4.27 0.40 -0.588
C 1.47 3.14 0.43 -0.339
C -2.09 2.23 1.76 0.691
C -2.82 2.59 0.63 -0.647
C -4.07 3.20 0.73 -0.611
C -4.57 3.52 1.97 -0.443
C -3.85 3.20 3.09 -0.714
C -2.63 2.53 3.00 -0.275
P 0.86 -0.87 2.60 0.483
C 0.79 -1.38 4.39 0.149
C 0.56 -2.73 4.73 -0.359
C 0.42 -3.13 6.03 -0.679
C 0.53 -2.22 7.07 -0.406
C 0.81 -0.89 6.77 -0.707
C 0.92 -0.49 5.46 -0.119
C 2.36 0.16 2.35 1.111
C 3.22 -0.23 1.33 -0.588
C 4.37 0.52 1.08 -0.983
C 4.64 1.68 1.80 -0.554
C 3.80 2.08 2.83 -0.688
C 2.69 1.32 3.08 -0.026
H -1.13 0.32 3.26 0.386
H -0.11 3.72 3.38 0.337
H 1.34 5.81 3.29 0.366
H 2.89 6.09 1.34 0.380
H 2.94 4.43 -0.44 0.360
H 1.49 2.47 -0.40 0.319
H -2.41 2.33 -0.34 0.287
H -4.60 3.47 -0.16 0.438
H -5.54 3.96 2.09 0.379
H -4.29 3.43 4.06 0.353
H -2.11 2.23 3.91 0.390
H 0.47 -3.47 3.96 0.441
H 0.16 -4.15 6.23 0.410
H 0.39 -2.52 8.11 0.323
H 0.91 -0.11 7.54 0.375
H 1.05 0.57 5.26 0.089
H 3.07 -1.15 0.80 0.705
H 5.07 0.21 0.32 0.453
H 5.53 2.29 1.62 0.321
H 4.10 2.95 3.44 0.402
H 2.01 1.65 3.87 -0.175
C 3.85 -4.31 2.11 -1.293
C 3.19 -3.11 2.81 0.813
O 3.66 -2.75 3.88 -0.692
O 2.18 -2.63 2.20 -0.647
H 4.65 -3.89 1.46 0.277
H 3.17 -4.84 1.42 0.254
H 4.28 -4.95 2.88 0.370
```